Entry from the OMol25 dataset: the ion CH6NO2 with charge +1 at a distorted geometry (ωB97M-V/def2-TZVPD).

Geometry (Å):
1 C -0.585 0.027 -0.459
2 N 1.112 0.009 0.038
3 O -0.941 -1.260 -0.447
4 O -1.229 0.779 0.518
5 H -0.611 0.434 -1.462
6 H 1.755 0.551 -0.384
7 H 1.441 -0.923 0.027
8 H 0.949 0.321 1.042
9 H -1.131 -1.571 0.462
10 H -0.761 1.634 0.665

Energy above the lowest of the compared OMol25 structures with the same formula, charge and spin: 32.87 kcal per mole
Total charge: +1
M: 64.06 g/mol
Total energy: -6711.726 eV
Frontier orbital gap: 0.4888 Eh
SMILES: [NH3+]C(O)O
HOMO energy: -17.26 eV
LUMO level: -3.960 eV